{
  "formula": "C6H12N2O6",
  "method": "ωB97M-V/def2-TZVPD",
  "e_above_lowest_ev": 0.000,
  "homo_lumo_gap_ha": [0.272, 0.292],
  "total_charge": 0,
  "homo_ev": [-9.920, -9.920],
  "fmax_ev_per_a": 5.65,
  "species": ["C", "C", "C", "C", "C", "C", "O", "O", "N", "O", "O", "N", "O", "O", "H", "H", "H", "H", "H", "H", "H", "H", "H", "H", "H", "H"],
  "xyz": [[1.240, 1.219, 1.662], [-0.238, 1.124, 1.506], [-0.921, 2.258, 0.788], [-0.059, -0.660, -0.963], [0.701, -1.786, -0.332], [-1.532, -0.917, -1.054], [0.487, 0.391, -1.302], [0.868, -2.343, -5.472], [0.677, -1.132, -5.353], [0.215, -0.358, -6.181], [-0.866, 0.134, 1.870], [0.542, 0.120, 3.674], [-0.133, 0.908, 4.322], [0.510, -1.103, 3.736], [1.699, 1.678, 0.783], [1.507, 1.792, 2.547], [1.642, 0.207, 1.757], [-0.335, 2.587, -0.082], [-1.901, 1.919, 0.430], [-1.087, 3.107, 1.461], [0.290, -2.002, 0.665], [0.619, -2.680, -0.965], [1.749, -1.495, -0.241], [-1.906, -1.292, -0.102], [-2.058, -0.001, -1.321], [-1.709, -1.676, -1.832]]
}